# C21H26I2N3OSSiTi

A structure of composition C21H26I2N3OSSiTi in a non-equilibrium geometry (ωB97M-V with the def2-TZVPD basis set, OMol25).

Its HOMO-LUMO gap (alpha / beta) is 6.51 / 6.50 eV. The strongest force on any atom is 0.055 Eh/bohr.

Geometry as ORCA input:
```
! RIJCOSX wB97M-V def2-TZVPD def2/J DEFGRID3
* xyz 3 1
Ti 0.282 0.272 0.309
C 0.868 1.650 2.527
Si 1.148 3.040 1.173
C 2.891 3.761 1.361
C -0.403 4.136 1.064
N 1.013 1.861 -0.180
C 1.149 2.061 -1.523
C 1.541 3.212 -2.215
C 1.583 3.189 -3.599
C 1.250 2.047 -4.319
C 0.854 0.885 -3.664
C 0.817 0.913 -2.288
O 0.408 -0.137 -1.443
C 0.230 -1.430 -1.986
C 1.307 -2.121 -2.532
C 1.086 -3.379 -3.073
C -0.189 -3.926 -3.069
C -1.254 -3.226 -2.518
C -1.051 -1.971 -1.963
H 1.809 1.351 2.987
H 0.383 0.719 2.115
H 0.228 2.018 3.326
H 3.026 4.110 2.383
H 3.062 4.619 0.712
H 3.673 3.030 1.157
H -0.975 4.113 1.990
H -1.065 3.841 0.248
H -0.141 5.177 0.900
H 1.792 4.107 -1.669
H 1.876 4.080 -4.131
H 1.292 2.048 -5.396
H 0.562 0.005 -4.214
H 2.291 -1.671 -2.559
H 1.908 -3.921 -3.515
H -0.352 -4.894 -3.520
H -2.247 -3.645 -2.545
H -1.875 -1.381 -1.569
I 3.063 -0.864 0.653
I 4.894 0.455 -0.808
C -4.224 -2.074 3.888
C -3.130 -1.859 2.938
C -2.041 -2.703 2.784
C -0.991 -2.353 1.929
N -1.008 -1.173 1.284
C -2.110 -0.396 1.362
S -2.075 1.015 0.424
N -3.154 -0.744 2.157
C 0.165 -3.243 1.708
H -4.007 -2.887 4.575
H -5.164 -2.306 3.375
H -4.413 -1.163 4.462
H -1.990 -3.630 3.331
H -3.972 -0.135 2.188
H 0.741 -3.367 2.627
H 0.824 -2.876 0.918
H -0.185 -4.240 1.441
*
```